Entry 1:
# C5H11NO2

A 2-piece molecular cluster, C5H11NO2 overall (ωB97M-V/def2-TZVPD, the Open Molecules 2025 dataset).

Structure (ORCA input):
```
! wB97M-V def2-TZVPD RIJCOSX def2/J DEFGRID3
* xyz 0 1
O 1.633 1.700 -0.290
O -0.914 2.144 -0.218
N -0.007 0.097 -0.756
C -2.133 0.291 0.644
C 1.219 0.553 -0.022
C -0.853 0.846 0.101
C -0.271 -1.313 -0.970
C 2.184 -0.549 0.373
H 0.021 2.406 -0.465
H -2.834 0.155 -0.184
H -1.279 -1.447 -1.359
H 1.710 -1.353 0.933
H -2.568 1.009 1.333
H 0.216 0.807 1.092
H 2.630 -0.961 -0.534
H 0.435 -1.684 -1.713
H -0.183 -1.933 -0.069
H 2.977 -0.102 0.968
H -1.981 -0.667 1.136
*
```

**ΔE to the lowest compared entry with this formula, charge and spin**: 75.8 kcal per mole
**Lowest unoccupied orbital energy**: 0.787 eV
**HOMO-LUMO gap**: 9.7 eV
**HOMO**: -8.9 eV

How is the electron density shared among the atoms? According to Mulliken, the charges in e are: -0.707, -0.515, -0.074, -1.469, 0.904, 0.464, -1.076, -1.298, 0.406, 0.380, 0.353, 0.314, 0.378, 0.169, 0.361, 0.332, 0.371, 0.376, 0.331



Entry 2:
# C5H11NO2

A 2-piece molecular cluster, C5H11NO2 overall (ωB97M-V/def2-TZVPD, the Open Molecules 2025 dataset).

Structure (ORCA input):
```
! wB97M-V def2-TZVPD RIJCOSX def2/J DEFGRID3
* xyz 0 1
O 0.267 1.538 2.307
O 1.991 -1.240 -0.747
N -1.193 1.922 0.630
C -0.195 -1.749 0.300
C -0.044 -0.438 -1.902
C 0.639 -0.887 -0.628
C 1.704 -0.056 -0.053
C -0.851 1.525 1.871
H -1.727 1.185 2.458
H 0.685 -0.023 -2.585
H -2.150 1.989 0.335
H 2.003 0.857 -0.557
H -0.481 2.307 0.033
H 1.882 -0.065 1.017
H 0.456 -2.297 0.968
H -0.866 -1.133 0.895
H -0.786 -2.463 -0.275
H -0.801 0.319 -1.680
H -0.533 -1.290 -2.387
*
```

**ΔE to the lowest compared entry with this formula, charge and spin**: 36.9 kcal per mole
**Lowest unoccupied orbital energy**: 0.707 eV
**HOMO-LUMO gap**: 10.7 eV
**Structure (SMILES)**: CC1(C)CO1.NC=O
**HOMO**: -10.0 eV

How is the electron density shared among the atoms? According to Mulliken, the charges in e are: -0.527, -0.527, -0.255, -1.327, -1.353, 1.633, -0.927, -0.009, 0.355, 0.396, 0.206, 0.337, 0.214, 0.291, 0.387, 0.193, 0.354, 0.219, 0.341



Entry 3:
# C5H11NO2

An isolated molecule of C5H11NO2 (ωB97M-V/def2-TZVPD, the Open Molecules 2025 dataset).

Structure (ORCA input):
```
! wB97M-V def2-TZVPD RIJCOSX def2/J DEFGRID3
* xyz 0 1
O -1.449 -0.845 -0.952
O 0.179 1.527 1.205
N 2.455 0.410 0.317
C 1.248 0.085 -0.338
C -2.339 0.506 0.867
C 0.111 0.549 0.224
C -1.153 -0.263 0.297
C 1.322 -0.784 -1.555
H 1.217 -1.841 -1.298
H -0.888 -1.099 1.044
H 2.287 -0.646 -2.041
H 3.259 -0.035 -0.103
H -3.175 -0.173 1.054
H -2.665 1.265 0.160
H -2.049 0.997 1.790
H 2.384 0.212 1.330
H 1.046 1.947 1.121
H -2.307 -1.275 -0.882
H 0.517 -0.540 -2.240
*
```

**ΔE to the lowest compared entry with this formula, charge and spin**: 43.4 kcal per mole
**Lowest unoccupied orbital energy**: 0.846 eV
**HOMO-LUMO gap**: 8.1 eV
**Structure (SMILES)**: C/C(N)=C(/O)[C@@H](C)O
**HOMO**: -7.3 eV

How is the electron density shared among the atoms? According to Mulliken, the charges in e are: -0.481, -0.583, -0.666, 0.583, -1.406, -0.177, 0.824, -1.386, 0.257, 0.046, 0.473, 0.244, 0.418, 0.331, 0.343, 0.223, 0.373, 0.293, 0.293



Entry 4:
# C5H11NO2

A 2-piece molecular cluster, C5H11NO2 overall (ωB97M-V/def2-TZVPD, the Open Molecules 2025 dataset).

Structure (ORCA input):
```
! wB97M-V def2-TZVPD RIJCOSX def2/J DEFGRID3
* xyz 0 1
O 1.026 0.056 1.927
O 4.830 0.969 -2.145
N -0.337 -0.537 0.234
C -1.535 -1.332 -0.114
C -2.234 1.008 -0.196
C -0.657 0.887 -0.074
C -2.793 -0.417 -0.271
C 0.518 -0.827 1.285
H -2.552 1.407 0.784
H -3.187 -0.575 -1.278
H 5.290 0.210 -1.752
H -3.450 -0.637 0.571
H -0.255 1.092 -1.070
H 0.806 -1.893 1.367
H -0.372 1.595 0.703
H -1.325 -1.758 -1.101
H -1.816 -2.087 0.628
H -2.483 1.714 -0.974
H 3.921 1.034 -1.857
*
```

**ΔE to the lowest compared entry with this formula, charge and spin**: 33.2 kcal per mole
**Lowest unoccupied orbital energy**: 0.679 eV
**HOMO-LUMO gap**: 10.1 eV
**Structure (SMILES)**: O=CN1CCCC1.O
**HOMO**: -9.4 eV

How is the electron density shared among the atoms? According to Mulliken, the charges in e are: -0.549, -0.644, 0.030, -0.682, -0.592, -0.632, -0.434, 0.054, 0.207, 0.254, 0.323, 0.308, 0.286, 0.378, 0.321, 0.274, 0.370, 0.408, 0.321



Entry 5:
# C5H11NO2

An isolated molecule of C5H11NO2 (ωB97M-V/def2-TZVPD, the Open Molecules 2025 dataset).

Structure (ORCA input):
```
! wB97M-V def2-TZVPD RIJCOSX def2/J DEFGRID3
* xyz 0 1
O -0.454 0.465 2.493
O 1.216 2.036 -1.211
N 0.566 -2.044 0.453
C 0.298 -0.036 -1.874
C -0.006 -0.726 0.572
C -0.779 -0.260 -0.756
C -1.154 -0.461 1.747
C 0.637 1.413 -2.000
H -2.033 -0.074 1.494
H -0.994 1.177 2.926
H -1.143 -1.322 2.479
H -0.144 -2.662 0.404
H 0.915 -0.143 0.816
H 1.173 -0.627 -1.563
H 0.105 -0.486 -2.926
H 0.100 1.879 -2.689
H 1.006 -2.423 1.257
H -1.503 -1.085 -1.121
H -1.515 0.487 -0.636
*
```

**ΔE to the lowest compared entry with this formula, charge and spin**: 89.3 kcal per mole
**Lowest unoccupied orbital energy**: 0.873 eV
**HOMO-LUMO gap**: 10.0 eV
**Structure (SMILES)**: N[C@H](CO)CCC=O
**HOMO**: -9.1 eV

How is the electron density shared among the atoms? According to Mulliken, the charges in e are: -0.527, -0.427, -0.661, -0.653, 0.168, -0.991, -0.616, -0.175, 0.478, 0.292, 0.204, 0.181, 0.357, 0.349, 0.268, 0.508, 0.267, 0.380, 0.597



Entry 6:
# C5H11NO2

C5H11NO2 as an isolated structure (ωB97M-V/def2-TZVPD, the Open Molecules 2025 dataset).

Structure (ORCA input):
```
! wB97M-V def2-TZVPD RIJCOSX def2/J DEFGRID3
* xyz 0 1
O 0.374 -2.451 -1.592
O -1.710 0.336 -1.653
N -0.734 -1.685 -1.217
C 0.654 0.364 -0.198
C -0.556 -0.413 -1.656
C -0.455 1.503 1.886
C 1.964 0.120 -0.045
C -0.295 0.111 1.298
H 2.460 -0.763 0.330
H 0.265 -0.556 1.948
H -2.467 -0.263 -1.696
H -1.021 1.436 2.819
H 2.810 0.790 -0.090
H 0.318 1.296 -0.632
H 0.065 -0.217 -2.539
H -1.267 -0.349 1.143
H 0.515 1.962 2.076
H -1.025 2.133 1.203
H 0.106 -3.355 -1.385
*
```

**ΔE to the lowest compared entry with this formula, charge and spin**: 153.4 kcal per mole
**Lowest unoccupied orbital energy (spin up / spin down)**: -0.081 / -0.024 eV
**HOMO-LUMO gap (spin up / spin down)**: 7.7 / 7.7 eV
**HOMO (spin up / spin down)**: -7.8 / -7.7 eV

How is the electron density shared among the atoms? According to Mulliken, the charges in e are: -0.381, -0.478, -0.492, -0.298, 0.189, -1.156, -0.652, -0.398, 0.261, 0.369, 0.336, 0.362, 0.269, 0.250, 0.484, 0.343, 0.316, 0.309, 0.366



Entry 7:
# C5H11NO2

A 3-piece molecular cluster, C5H11NO2 overall (ωB97M-V/def2-TZVPD, the Open Molecules 2025 dataset).

Structure (ORCA input):
```
! wB97M-V def2-TZVPD RIJCOSX def2/J DEFGRID3
* xyz 0 1
O 2.248 0.188 1.138
O 0.572 1.444 -0.623
N -1.701 0.070 -1.205
C -2.389 -0.038 1.111
C -1.603 0.418 0.054
C 1.805 -2.045 -0.655
C 0.535 -1.566 -0.600
C -0.455 1.357 0.419
H -2.368 0.416 2.061
H -0.057 -1.308 -1.469
H -1.120 0.771 -1.734
H -2.903 -0.974 0.989
H 0.164 -1.187 0.326
H 1.425 0.997 -0.380
H -0.686 2.360 0.734
H 2.665 -1.447 -0.441
H 2.935 0.278 1.862
H 1.950 -3.060 -0.891
H -0.023 0.849 1.281
*
```

**ΔE to the lowest compared entry with this formula, charge and spin**: 259.2 kcal per mole
**Lowest unoccupied orbital energy**: -3.869 eV
**HOMO-LUMO gap**: 3.7 eV
**HOMO**: -7.6 eV

How is the electron density shared among the atoms? According to Mulliken, the charges in e are: -0.849, -0.530, -0.690, -0.690, 0.577, -0.346, -0.305, -0.461, 0.319, 0.326, 0.355, 0.299, 0.215, 0.351, 0.427, 0.256, 0.144, 0.294, 0.307



Entry 8:
# C5H11NO2

A 2-piece molecular cluster, C5H11NO2 overall (ωB97M-V/def2-TZVPD, the Open Molecules 2025 dataset).

Structure (ORCA input):
```
! wB97M-V def2-TZVPD RIJCOSX def2/J DEFGRID3
* xyz 0 1
O -5.574 4.410 0.149
O -0.147 0.441 -1.965
N -0.621 -1.987 0.528
C -0.535 -0.437 -1.195
C 0.352 -1.276 -0.209
C 2.704 -0.303 0.700
C 3.512 -0.594 -0.307
C 1.171 -0.489 0.792
H 3.201 -1.235 -1.145
H -5.035 5.051 -0.371
H 0.807 0.525 0.867
H -1.459 -1.656 0.727
H -1.505 -0.825 -1.423
H 2.945 0.484 1.497
H -6.115 3.850 -0.321
H 4.560 -0.388 -0.280
H 1.074 -0.947 1.872
H -0.230 -2.718 1.072
H 0.895 -1.905 -0.991
*
```

**ΔE to the lowest compared entry with this formula, charge and spin**: 84.2 kcal per mole
**Lowest unoccupied orbital energy**: 0.719 eV
**HOMO-LUMO gap**: 9.9 eV
**Structure (SMILES)**: C=CC[C@@H](N)C=O.O
**HOMO**: -9.2 eV

How is the electron density shared among the atoms? According to Mulliken, the charges in e are: -0.636, -0.495, -0.594, -0.329, 0.652, -0.147, -0.735, -0.604, 0.207, 0.330, 0.322, 0.103, 0.410, 0.241, 0.306, 0.282, 0.253, 0.180, 0.255



Entry 9:
# C5H11NO2

An isolated molecule of C5H11NO2 (ωB97M-V/def2-TZVPD, the Open Molecules 2025 dataset).

Structure (ORCA input):
```
! wB97M-V def2-TZVPD RIJCOSX def2/J DEFGRID3
* xyz 0 1
O 1.837 1.292 -0.598
O -1.269 -1.438 1.046
N -0.660 0.871 -1.615
C -0.125 -0.140 -0.692
C -1.741 0.923 1.050
C 2.234 -0.998 0.013
C 1.347 0.189 -0.302
C -0.754 -0.171 0.711
H -0.148 0.804 -2.495
H 1.676 -1.752 0.575
H -0.387 1.794 -1.263
H -1.272 1.906 0.941
H 3.081 -0.665 0.616
H -1.775 -1.772 0.284
H 2.595 -1.438 -0.919
H -2.618 0.869 0.397
H -0.161 -1.127 -1.166
H -2.098 0.810 2.078
H 0.238 0.041 1.339
*
```

**ΔE to the lowest compared entry with this formula, charge and spin**: 38.3 kcal per mole
**Lowest unoccupied orbital energy**: 0.740 eV
**HOMO-LUMO gap**: 10.1 eV
**Structure (SMILES)**: CC(=O)[C@H](N)[C@@H](C)O
**HOMO**: -9.3 eV

How is the electron density shared among the atoms? According to Mulliken, the charges in e are: -0.593, -0.553, -0.730, -0.046, -1.486, -1.176, 0.546, 0.491, 0.287, 0.332, 0.308, 0.339, 0.330, 0.362, 0.325, 0.345, 0.425, 0.382, 0.113



Entry 10:
# C5H11NO2

A 2-piece molecular cluster, C5H11NO2 overall (ωB97M-V/def2-TZVPD, the Open Molecules 2025 dataset).

Structure (ORCA input):
```
! wB97M-V def2-TZVPD RIJCOSX def2/J DEFGRID3
* xyz 1 2
O -1.392 -1.627 -0.765
O -1.528 0.555 -1.285
N -0.721 1.361 1.294
C 1.642 0.733 1.517
C -1.537 -0.803 -1.610
C -1.801 -1.022 -3.094
C 2.729 -0.248 1.735
C 0.328 0.411 1.445
H -0.891 -1.195 -3.610
H -2.437 -1.894 -3.204
H 1.937 1.789 1.380
H -1.332 1.375 2.105
H -1.289 0.559 -0.313
H 2.383 -1.219 2.185
H -0.027 -0.635 1.336
H -2.414 -0.211 -3.490
H 3.274 -0.536 0.799
H 3.466 0.294 2.383
H -0.390 2.316 1.194
*
```

**ΔE to the lowest compared entry with this formula, charge and spin**: 19.1 kcal per mole
**Lowest unoccupied orbital energy (spin up / spin down)**: -4.393 / -8.478 eV
**HOMO-LUMO gap (spin up / spin down)**: 9.3 / 5.2 eV
**HOMO (spin up / spin down)**: -13.7 / -13.7 eV

How is the electron density shared among the atoms? According to Mulliken, the charges in e are: -0.523, -0.475, -0.469, -0.060, 0.777, -0.978, -1.077, 0.127, 0.276, 0.325, 0.317, 0.319, 0.403, 0.353, 0.431, 0.309, 0.340, 0.343, 0.263



Strongest force on any atom? In order: 2.64; 1.43; 1.27; 2.36; 7.46; 5.22; 2.30; 5.53; 4.01; 3.83 eV/A.
Electronic energy? In order: -402.2574; -402.3193; -402.3089; -402.3252; -402.2359; -402.1337; -401.9651; -402.2439; -402.3170; -402.0247 a.u..
Molar mass? In order: 117.15; 117.15; 117.15; 117.15; 117.15; 117.15; 117.15; 117.15; 117.15; 117.15 g mol⁻¹.